The following is a DFT calculation (ωB97M-V with the def2-TZVPD basis set) of a 2-piece molecular cluster, C2H6IO2P overall at a distorted geometry.

Computed properties:
<S²> ... 2.007
Calculated total energy ... -23652.5555 eV
E_LUMO (spin up / spin down) ... 0.149 / -1.337 eV
Relative energy (zero: lowest compared OMol25 entry of this formula, charge and spin) ... 0.00 kJ/mol

Geometry as ORCA input:
```
! RIJCOSX wB97M-V def2-TZVPD def2/J DEFGRID3
* xyz 0 3
C 2.01 -0.03 0.83
C -1.20 -0.69 -1.42
O 1.74 1.28 0.41
O -1.43 0.42 -0.82
P -2.49 1.15 0.08
I -4.25 -0.54 0.32
H 1.13 -0.49 1.31
H 2.85 -0.07 1.52
H 2.25 -0.60 -0.06
H -1.91 -1.51 -1.38
H 1.57 1.84 1.18
H -0.28 -0.77 -1.97
*
```

The Mulliken scheme yields these atomic charges, measured in e: atom 1 (C): -0.5372, atom 2 (C): -0.4699, atom 3 (O): -0.5029, atom 4 (O): -0.0771, atom 5 (P): 0.1026, atom 6 (I): -0.1337, atom 7 (H): 0.2459, atom 8 (H): 0.2957, atom 9 (H): 0.2032, atom 10 (H): 0.2186, atom 11 (H): 0.2931, atom 12 (H): 0.3620

---

The following is a DFT calculation (ωB97M-V with the def2-TZVPD basis set) of a 2-piece molecular cluster, C4H13NO2 overall at a distorted geometry.

Computed properties:
Calculated total energy ... -9943.0465 eV
E_LUMO ... 0.938 eV
Relative energy (zero: lowest compared OMol25 entry of this formula, charge and spin) ... 110.97 kJ/mol

Geometry as ORCA input:
```
! RIJCOSX wB97M-V def2-TZVPD def2/J DEFGRID3
* xyz 0 1
C 0.94 1.79 1.35
N 0.02 1.05 0.52
C -0.47 -0.22 1.03
C -0.16 -1.45 0.12
C 0.99 -1.25 -0.84
O 0.54 -0.93 -2.15
H 1.37 2.62 0.81
H 0.49 2.22 2.28
H 1.69 1.15 1.81
H -0.76 1.63 0.26
H 0.12 -0.43 1.93
H -1.53 -0.28 1.31
H 0.09 -2.30 0.75
H -1.04 -1.70 -0.49
H 1.71 -2.08 -0.87
H 1.57 -0.41 -0.43
H 1.17 -0.35 -2.60
O -2.40 0.48 -1.28
H -1.60 -0.05 -1.33
H -2.72 0.51 -2.19
*
```

The Mulliken scheme yields these atomic charges, measured in e: atom 1 (C): -1.0552, atom 2 (N): -0.2039, atom 3 (C): -0.8116, atom 4 (C): -0.8180, atom 5 (C): -0.1495, atom 6 (O): -0.5589, atom 7 (H): 0.3125, atom 8 (H): 0.3558, atom 9 (H): 0.3660, atom 10 (H): 0.2343, atom 11 (H): 0.4944, atom 12 (H): 0.2313, atom 13 (H): 0.4095, atom 14 (H): 0.4569, atom 15 (H): 0.3290, atom 16 (H): 0.1731, atom 17 (H): 0.3022, atom 18 (O): -0.6417, atom 19 (H): 0.3014, atom 20 (H): 0.2725

---

The following is a DFT calculation (ωB97M-V with the def2-TZVPD basis set) of C5H6N2O2 as an isolated structure at a distorted geometry.

Computed properties:
Calculated total energy ... -12354.4643 eV
E_LUMO ... 0.249 eV
Relative energy (zero: lowest compared OMol25 entry of this formula, charge and spin) ... 304.57 kJ/mol

Geometry as ORCA input:
```
! RIJCOSX wB97M-V def2-TZVPD def2/J DEFGRID3
* xyz 0 1
C -0.78 1.16 -0.06
C -1.29 -1.03 0.03
C 0.58 0.98 0.56
C 0.93 -0.53 0.78
C 0.11 -0.57 -1.39
N -1.12 0.20 -1.06
N 0.04 -1.36 -0.08
O -1.50 2.07 0.16
O -2.12 -1.29 0.82
H 1.36 1.65 0.00
H 0.52 1.57 1.56
H 1.87 -0.78 0.40
H 0.61 -0.91 1.81
H -0.26 -1.27 -2.15
H 1.05 0.11 -1.39
*
```

The Mulliken scheme yields these atomic charges, measured in e: atom 1 (C): 0.5526, atom 2 (C): 0.4459, atom 3 (C): -0.6150, atom 4 (C): -0.3872, atom 5 (C): -0.2153, atom 6 (N): -0.4188, atom 7 (N): -0.2873, atom 8 (O): -0.4891, atom 9 (O): -0.4424, atom 10 (H): 0.2493, atom 11 (H): 0.3058, atom 12 (H): 0.3979, atom 13 (H): 0.3244, atom 14 (H): 0.2990, atom 15 (H): 0.2802

---

The following is a DFT calculation (ωB97M-V with the def2-TZVPD basis set) of C37H75Cl3F4N3O13P2S2 as an isolated structure at a distorted geometry.

Computed properties:
Calculated total energy ... -159341.3839 eV
E_LUMO ... -4.567 eV

Geometry as ORCA input:
```
! RIJCOSX wB97M-V def2-TZVPD def2/J DEFGRID3
* xyz 1 1
C -3.32 6.45 5.65
P -4.21 5.16 4.57
O -4.25 3.81 5.57
C -3.11 4.98 3.00
Cl -2.93 6.83 2.75
O -3.94 4.67 1.91
C -3.89 3.30 1.48
C -4.72 2.43 2.51
C -6.15 2.97 2.84
C -7.38 2.46 2.00
C -7.20 1.31 0.95
S -8.26 1.57 -0.54
O -9.44 2.36 -0.24
O -8.59 0.27 -1.09
Cl -7.05 2.52 -1.95
N -4.86 3.30 0.31
C -5.27 4.44 0.05
S -5.73 5.84 -0.55
C -2.43 2.77 1.08
C -2.41 3.03 -0.52
C -1.12 2.73 -1.35
C -1.57 2.76 -2.88
F -0.41 2.92 -3.67
C -2.50 1.20 1.05
C -2.41 0.27 2.28
O -2.96 -1.02 1.80
C -2.85 -1.89 2.89
O -3.84 -2.35 3.37
N -1.29 3.45 1.82
C -0.11 2.59 2.12
C 0.71 1.80 1.08
O 1.52 2.46 0.11
C 2.73 1.77 -0.15
C 2.53 0.42 -0.94
F 1.36 0.36 -1.64
F 3.57 0.29 -1.83
F 2.62 -0.66 -0.06
P -0.51 5.03 0.95
O 1.12 5.27 0.80
O -1.38 6.12 0.06
C -1.73 4.16 3.10
Cl -0.52 5.69 3.44
C -1.40 3.47 4.47
N -1.98 2.16 4.77
H -2.22 6.30 5.69
H -3.71 6.22 6.69
H -3.65 7.48 5.42
H -5.19 3.67 5.79
H -4.85 1.36 2.21
H -4.11 2.37 3.45
H -6.19 4.09 2.84
H -6.35 2.69 3.91
H -7.83 3.34 1.46
H -8.19 2.14 2.71
H -7.58 0.36 1.40
H -6.17 1.13 0.57
H -2.78 4.03 -0.83
H -3.12 2.30 -1.02
H -0.67 1.72 -1.22
H -0.28 3.47 -1.29
H -2.07 1.78 -3.11
H -2.31 3.58 -3.08
H -3.53 0.99 0.62
H -1.87 0.71 0.25
H -1.37 -0.01 2.63
H -3.03 0.51 3.17
H -1.83 -2.10 3.31
H -0.31 1.78 2.88
H 0.63 3.24 2.67
H 1.47 1.22 1.69
H 0.19 0.96 0.54
H 3.37 1.65 0.77
H 3.32 2.43 -0.84
H 1.67 5.17 1.61
H -1.29 5.96 -0.91
H -1.71 4.17 5.29
H -0.29 3.39 4.66
H -2.44 2.12 5.68
H -1.22 1.48 4.84
C 1.93 -6.69 -2.19
C 1.69 -5.72 -1.05
O 2.79 -4.86 -0.79
C 3.18 -4.01 -1.85
C 2.10 -3.03 -2.28
H 2.85 -7.25 -2.03
H 1.10 -7.39 -2.28
H 2.03 -6.17 -3.15
H 1.52 -6.29 -0.14
H 0.78 -5.13 -1.22
H 3.54 -4.60 -2.70
H 4.04 -3.44 -1.48
H 1.25 -3.55 -2.73
H 2.49 -2.33 -3.02
H 1.73 -2.47 -1.42
C 5.27 -8.29 -0.09
C 4.81 -9.69 -0.45
O 5.44 -10.20 -1.62
C 6.85 -10.34 -1.56
C 7.33 -11.29 -0.48
H 5.16 -7.61 -0.94
H 4.68 -7.90 0.75
H 6.32 -8.27 0.21
H 3.74 -9.66 -0.67
H 4.94 -10.38 0.39
H 7.33 -9.36 -1.46
H 7.16 -10.73 -2.53
H 7.11 -10.91 0.52
H 8.41 -11.44 -0.55
H 6.83 -12.26 -0.57
C 4.83 7.11 -0.48
C 4.10 7.95 0.55
O 3.92 7.30 1.80
C 5.10 6.93 2.49
C 5.99 8.11 2.86
H 4.34 6.13 -0.59
H 4.84 7.61 -1.45
H 5.86 6.92 -0.18
H 3.09 8.17 0.17
H 4.59 8.92 0.69
H 5.66 6.18 1.92
H 4.77 6.44 3.41
H 6.40 8.59 1.97
H 6.82 7.78 3.48
H 5.42 8.87 3.40
C 1.08 -5.52 -6.13
C -0.40 -5.85 -6.30
O -0.76 -6.20 -7.62
C -0.12 -7.35 -8.16
C -0.41 -8.63 -7.38
H 1.39 -4.76 -6.86
H 1.28 -5.15 -5.13
H 1.71 -6.40 -6.30
H -0.98 -4.96 -6.05
H -0.71 -6.63 -5.59
H 0.96 -7.19 -8.25
H -0.50 -7.47 -9.17
H 0.01 -8.59 -6.38
H 0.01 -9.49 -7.89
H -1.49 -8.77 -7.27
*
```

Atomic partial charges in e from the Mulliken method, atoms 1 to 99: atom 1 (C): -0.9675, atom 2 (P): 0.0622, atom 3 (O): -0.5379, atom 4 (C): 0.4931, atom 5 (Cl): -0.0946, atom 6 (O): -0.3484, atom 7 (C): 0.5297, atom 8 (C): 0.0563, atom 9 (C): -1.0347, atom 10 (C): -0.9958, atom 11 (C): -0.3253, atom 12 (S): 1.0567, atom 13 (O): -0.5411, atom 14 (O): -0.5604, atom 15 (Cl): -0.1886, atom 16 (N): -0.1329, atom 17 (C): 0.1153, atom 18 (S): -0.2204, atom 19 (C): 2.4200, atom 20 (C): -2.2257, atom 21 (C): 0.7238, atom 22 (C): -0.5770, atom 23 (F): -0.3359, atom 24 (C): -1.9422, atom 25 (C): -1.2963, atom 26 (O): -0.4259, atom 27 (C): 0.2114, atom 28 (O): -0.4452, atom 29 (N): 0.7824, atom 30 (C): -0.6919, atom 31 (C): -1.3119, atom 32 (O): -0.1832, atom 33 (C): -0.7677, atom 34 (C): 0.9443, atom 35 (F): -0.2026, atom 36 (F): -0.2934, atom 37 (F): -0.2783, atom 38 (P): 1.0072, atom 39 (O): -0.6332, atom 40 (O): -0.5820, atom 41 (C): -0.4263, atom 42 (Cl): 0.0132, atom 43 (C): -1.8711, atom 44 (N): -0.2479, atom 45 (H): 0.2903, atom 46 (H): 0.4211, atom 47 (H): 0.3443, atom 48 (H): 0.3462, atom 49 (H): 0.5849, atom 50 (H): 0.0247, atom 51 (H): 0.1773, atom 52 (H): 0.3081, atom 53 (H): 0.4579, atom 54 (H): 0.4056, atom 55 (H): 0.5275, atom 56 (H): -0.0436, atom 57 (H): 0.7329, atom 58 (H): 0.5278, atom 59 (H): -0.1971, atom 60 (H): -0.0235, atom 61 (H): 0.3449, atom 62 (H): 0.3454, atom 63 (H): 0.6675, atom 64 (H): 0.8479, atom 65 (H): 0.5287, atom 66 (H): 0.4054, atom 67 (H): 0.3898, atom 68 (H): -0.0614, atom 69 (H): 0.7932, atom 70 (H): 0.7855, atom 71 (H): 0.1671, atom 72 (H): 0.4210, atom 73 (H): 0.3115, atom 74 (H): 0.4065, atom 75 (H): 0.4409, atom 76 (H): 0.5182, atom 77 (H): 0.4618, atom 78 (H): 0.2726, atom 79 (H): 0.3299, atom 80 (C): -0.4256, atom 81 (C): -0.4159, atom 82 (O): -0.4688, atom 83 (C): -0.4470, atom 84 (C): -0.9189, atom 85 (H): 0.0660, atom 86 (H): 0.4255, atom 87 (H): -0.1300, atom 88 (H): 0.3865, atom 89 (H): 0.3102, atom 90 (H): 0.3115, atom 91 (H): 0.4041, atom 92 (H): 0.2631, atom 93 (H): 0.3918, atom 94 (H): 0.2153, atom 95 (C): -1.1114, atom 96 (C): -0.3763, atom 97 (O): -0.4210, atom 98 (C): -0.3150, atom 99 (C): -1.0213